[1]
C12H25ClFN2O8P2S2 | wB97M-V/def2-TZVPD

XYZ file:
```
53
Properties=species:S:1:pos:R:3:mulliken_charge:R:1
C 4.7175 3.9225 0.9538 -1.527
C 3.4909 3.8213 0.0809 0.315
F 3.8149 4.2403 -1.2098 -0.377
C 2.9880 2.3777 -0.0229 -1.252
C 1.5286 2.1361 -0.4374 1.161
P 1.3387 0.6176 -1.6454 0.160
O 1.9488 1.4011 -2.9270 -0.424
Cl 2.9703 -0.5179 -1.0786 -0.230
C 0.9837 3.3124 -1.2379 -1.555
O -0.3243 3.0151 -1.6915 -0.444
C -1.2061 3.0603 -0.5990 -1.103
C -0.9404 1.9586 0.4288 -0.063
C -1.5412 0.5972 0.0108 -0.862
C -2.4829 -0.0296 1.0665 -0.934
C -2.0241 -1.3980 1.5249 0.485
O -1.9890 -1.7468 2.6694 -0.531
O -1.6023 -2.1621 0.4909 -0.364
N 0.5772 1.9209 0.7960 -0.022
S 0.8868 3.1513 2.0893 -0.006
P 0.9512 0.3636 1.7866 0.638
N 2.1054 0.5790 2.7694 -0.831
H 5.5433 3.3893 0.4805 0.374
H 4.5343 3.4643 1.9258 0.347
H 5.0095 4.9610 1.0892 0.399
H 2.7303 4.5087 0.4482 0.294
H 3.6182 1.9255 -0.7913 0.770
H 3.2210 1.8589 0.9041 0.259
H 1.6012 1.0430 -3.7530 0.403
H 0.9437 4.2250 -0.6346 0.696
H 1.6272 3.4985 -2.0901 0.673
H -1.1807 4.0526 -0.1315 0.392
H -2.2138 2.9167 -0.9830 0.530
H -1.4239 2.2741 1.3521 0.626
H -2.1073 0.7663 -0.9033 0.742
H -0.7873 -0.1255 -0.2822 0.442
H -2.5804 0.5868 1.9591 0.374
H -3.4775 -0.1654 0.6405 0.406
H -1.7279 -3.1008 0.7119 0.331
H 0.4094 4.1506 1.3350 0.216
H -0.3179 0.2907 2.3540 0.039
H 1.0213 -0.5990 0.7768 0.180
H 2.9324 0.0129 2.6131 0.304
C -3.8137 -5.8725 -1.6579 -0.268
C -2.9773 -7.1185 -1.8779 -0.318
O -1.9083 -6.9712 -0.9254 -0.312
S -2.4467 -6.2733 0.3943 1.150
O -2.7765 -7.2339 1.3776 -0.533
O -1.5618 -5.2028 0.7152 -0.598
O -3.7957 -5.6945 -0.2302 -0.301
H -3.3647 -4.9968 -2.1289 0.242
H -4.8449 -5.9828 -1.9799 0.309
H -2.5465 -7.1779 -2.8725 0.299
H -3.5310 -8.0305 -1.6535 0.298
```

As for the total charge: +1. As for the electronic energy: -3222.54333 a.u. The calculation puts the HOMO energy at -12.82 eV. The value obtained for the LUMO energy is -3.339 eV.



[2]
C12H25ClFeNO2P2 | wB97M-V/def2-TZVPD

XYZ file:
```
44
Properties=species:S:1:pos:R:3:mulliken_charge:R:1
Fe 0.3573 -0.7155 0.6270 -0.672
P 0.2974 1.1086 1.8855 0.959
C 0.1370 2.3191 0.5506 -0.874
C 0.7347 1.8065 -0.7052 0.547
N 0.7657 0.4638 -0.8223 0.589
C 0.9614 -0.1238 -2.0342 0.489
C 1.3360 0.6435 -3.1265 -0.797
C 1.4474 2.0326 -2.9781 -0.571
C 1.1430 2.6041 -1.7430 -0.775
C 0.6990 -1.6091 -2.1086 -1.408
P -0.4678 -2.1310 -0.7004 0.876
H 1.1608 3.6882 -1.5915 0.532
H 1.5147 0.1513 -4.0890 0.547
H 1.7420 2.6474 -3.8087 0.473
H 0.1890 -1.8868 -3.0405 0.667
H 1.6283 -2.2055 -2.0286 0.487
H -0.9204 2.4593 0.3292 -0.080
H 0.5204 3.2706 0.8675 0.828
H -2.5982 1.4153 0.1800 0.354
O -2.3163 2.3792 -0.1840 -0.534
H -2.8052 3.1545 0.1949 0.365
H -1.3577 -0.8417 0.4366 0.423
O -2.6467 0.0745 0.4969 -0.656
H -3.5145 -0.1475 0.8189 0.188
C -2.0673 -2.0508 -1.5320 -1.289
H -1.9705 -2.2805 -2.6043 0.414
H -2.7333 -2.7630 -1.0373 0.419
H -2.4631 -1.0370 -1.3711 0.418
C -0.1555 -3.8793 -0.4452 -1.322
H -0.8745 -4.2393 0.2984 0.421
H -0.3008 -4.4248 -1.3887 0.423
H 0.8613 -4.0502 -0.0762 0.462
C 1.8097 1.4494 2.8494 -1.197
H 1.8974 2.5370 3.0291 0.442
H 1.7500 0.9308 3.8245 0.400
H 2.7087 1.0839 2.3282 0.390
C -1.0687 1.3566 3.0448 -1.156
H -0.8922 0.7626 3.9558 0.433
H -1.1403 2.4237 3.2961 0.424
H -1.9781 1.0024 2.5348 0.290
Cl 3.2094 -1.5096 0.4260 -0.146
C 1.8053 -1.7318 1.4748 -0.719
H 1.5535 -2.8105 1.4970 0.477
H 2.0420 -1.3270 2.4689 0.460
```

As for the total charge: +2. As for the electronic energy: -3083.31182 a.u. The calculation puts the HOMO energy (spin up / spin down) at -14.50 / -15.73 eV. The value obtained for the LUMO energy (spin up / spin down) is -6.625 / -11.288 eV. As for the multiplicity: 6. The relative energy (zero: lowest compared OMol25 entry of this formula, charge and spin) is 216.0 kJ/mol.



[3]
C12H25CoN2O2P2Se | wB97M-V/def2-TZVPD

XYZ file:
```
45
Properties=species:S:1:pos:R:3:mulliken_charge:R:1
C -1.1344 3.1440 0.3371 -0.714
C -0.6060 1.8987 0.6710 0.512
N 0.2298 1.2541 -0.1318 -0.040
C 0.5408 1.7545 -1.3167 0.600
C 0.0875 3.0139 -1.7109 -0.616
C -0.7584 3.7191 -0.8669 -0.811
C -0.8201 1.3239 2.0294 -1.592
P 0.0055 -0.2782 2.2719 1.526
Co 1.1209 -0.5753 0.5751 -0.316
P 1.4881 -0.8397 -1.9136 0.766
C 1.4120 0.9485 -2.2430 -1.219
O -5.3098 0.2220 0.7908 -0.640
O -2.7742 -0.8255 -2.7272 -0.654
H -1.8002 3.6134 1.0440 0.482
H 0.4160 3.3820 -2.6743 0.450
H -1.0935 4.7125 -1.1400 0.370
C 0.9157 0.1608 3.7521 -1.570
C -1.2535 -1.4821 2.7220 -1.306
H 1.0495 1.0995 -3.2653 0.476
H 2.4296 1.3620 -2.2431 0.434
H -1.8612 1.2544 2.3078 0.478
H -0.3959 1.9995 2.7607 0.388
C 3.1558 -1.4171 -2.1530 -1.354
C 0.4070 -1.6244 -3.0603 -1.137
H -3.1479 -0.2749 -2.0304 0.303
H -3.2194 -1.6759 -2.5530 0.317
H -4.4274 -0.0426 0.5747 0.301
H -5.1404 1.1396 1.1338 0.334
H 2.1467 0.1126 1.3023 0.024
H 1.3636 -1.6288 -0.6318 0.160
H 0.2264 0.6007 4.4770 0.447
H 1.4109 -0.7391 4.1127 0.425
H 1.6471 0.9187 3.4618 0.430
H -1.6271 -1.2614 3.7284 0.387
H -2.0985 -1.4581 2.0241 0.323
H -0.7848 -2.4711 2.6681 0.375
H 0.7282 -1.4188 -4.0713 0.435
H 0.3786 -2.6975 -2.9011 0.448
H -0.6105 -1.2372 -2.9965 0.265
H 3.4583 -1.4863 -3.1901 0.397
H 3.8606 -0.7787 -1.6255 0.433
H 3.2342 -2.4014 -1.6909 0.422
Se 2.9209 -5.1597 1.5561 -0.249
C 2.3235 -3.4856 1.4448 0.123
N 1.9059 -2.3746 1.3906 -0.614
```

As for the electronic energy: -5198.93965 a.u. The calculation puts the HOMO energy (spin up / spin down) at -4.11 / -7.51 eV. The value obtained for the LUMO energy (spin up / spin down) is -0.079 / -0.711 eV. As for the multiplicity: 5. The relative energy (zero: lowest compared OMol25 entry of this formula, charge and spin) is 53.9 kJ/mol.